Entry 1:
Entry from the Open Molecules 2025 dataset: C15H17IrN3O2Si as an isolated structure (ωB97M-V with the def2-TZVPD basis set).

Output
E: -35106.50050 eV
Frontier orbital gap: 7.2 eV
LUMO energy: -5.247 eV
ΔE to the lowest compared entry with this formula, charge and spin: 0.0 kJ/mol
HOMO level: -12.4 eV

```
! wB97M-V def2-TZVPD RIJCOSX def2/J DEFGRID3
* xyz 1 1
Ir 0.5558 0.7720 -0.3167
O -1.2145 -1.9972 2.4016
C -0.5168 -1.2776 1.7365
N -0.7809 -0.7850 0.4902
C -1.8754 -1.1418 -0.2460
O -2.7824 -1.8551 0.0925
C -1.8174 -0.5119 -1.6245
C -2.9480 -0.5535 -2.4248
C -2.8875 -0.0161 -3.7004
C -1.6887 0.5364 -4.1335
C -0.6155 0.5808 -3.2593
N -0.6779 0.0783 -2.0235
C 0.8360 -0.7952 2.2233
C 1.1809 -1.0034 3.5491
C 2.4367 -0.6105 3.9847
C 3.3080 -0.0344 3.0691
C 2.8734 0.1801 1.7720
N 1.6567 -0.1796 1.3559
H -3.8481 -0.9924 -2.0228
H -3.7586 -0.0328 -4.3363
H -1.5948 0.9421 -5.1280
H 0.3238 1.0386 -3.5449
H 0.4533 -1.4534 4.2068
H 2.7199 -0.7585 5.0146
H 4.3033 0.2572 3.3636
H 3.5086 0.6610 1.0385
C -0.2579 2.8527 2.3961
Si -0.3696 2.8536 0.4705
C -2.2603 2.7675 0.0691
C 0.2988 4.5268 -0.2116
H -0.7524 3.7399 2.7801
H 0.7651 2.8662 2.7531
H -0.7577 1.9923 2.8303
H -2.7496 3.6350 0.5036
H -2.7262 1.8838 0.4951
H -2.4555 2.7757 -0.9976
H -0.2199 5.3313 0.2993
H 0.1141 4.6436 -1.2752
H 1.3603 4.6579 -0.0280
*
```

Entry 2:
Entry from the Open Molecules 2025 dataset: one molecule with the formula C4H6N2OS (ωB97M-V with the def2-TZVPD basis set).

Output
E: -20103.10449 eV
Frontier orbital gap (alpha / beta): 6.1 / 7.1 eV
LUMO energy (alpha / beta): 0.552 / -2.183 eV
ΔE to the lowest compared entry with this formula, charge and spin: 140.5 kJ/mol
HOMO level (alpha / beta): -5.5 / -9.3 eV
Expectation value of S²: 2.01

```
! wB97M-V def2-TZVPD RIJCOSX def2/J DEFGRID3
* xyz 0 3
C 1.0780 1.0306 0.2898
C 2.0511 0.2037 0.1979
C -0.5065 0.9065 0.3563
C -2.4659 -0.3300 -0.2532
N -0.9618 -0.1979 -0.2188
N 2.9524 -0.6804 0.1026
O -1.1137 1.7896 0.9424
S -0.0669 -1.5443 -0.8871
H 1.3258 2.0985 0.3511
H -2.8339 0.7186 -0.2445
H -2.7509 -0.9262 -1.1782
H -2.9389 -0.8379 0.4930
H 3.1607 -0.9434 -0.8479
H 3.0706 -1.2874 0.8965
*
```

Entry 3:
Entry from the Open Molecules 2025 dataset: C24H36N5O7S3Tc as an isolated structure (ωB97M-V with the def2-TZVPD basis set).

Output
E: -81931.69146 eV
Frontier orbital gap (alpha / beta): 5.6 / 6.2 eV
LUMO energy (alpha / beta): -11.458 / -10.881 eV
HOMO level (alpha / beta): -17.0 / -17.0 eV
Expectation value of S²: 0.83

```
! wB97M-V def2-TZVPD RIJCOSX def2/J DEFGRID3
* xyz 3 2
Tc 0.2499 0.1777 1.0823
C 0.9878 1.5397 3.9073
C -0.4850 1.1810 4.1066
O -1.0393 0.9002 2.8137
C -2.3250 0.2829 2.8508
C -2.1972 -1.2403 2.8033
O -1.1926 -1.5697 1.8512
C -0.8497 -2.9572 1.8496
C 0.6882 -3.1017 1.7746
O 1.3377 -1.9384 2.2369
C 1.4399 -1.8107 3.6468
C 2.2485 -0.5362 3.8759
O 1.6729 0.5513 3.1658
H 1.4673 1.7088 4.8764
H 1.0593 2.4557 3.3121
H -1.0151 2.0367 4.5445
H -0.5919 0.3102 4.7632
H -2.8551 0.6300 1.9617
H -2.8766 0.5986 3.7403
H -3.1563 -1.6766 2.5029
H -1.9230 -1.6508 3.7860
H -1.3311 -3.4315 0.9858
H -1.2260 -3.4223 2.7657
H 1.0180 -3.2273 0.7427
H 1.0067 -3.9788 2.3500
H 1.9708 -2.6730 4.0650
H 0.4512 -1.7453 4.1203
H 3.2441 -0.6784 3.4404
H 2.3399 -0.3255 4.9458
S 1.5650 2.0341 0.2278
C 3.2093 2.2244 0.7039
N 4.0246 2.8622 -0.1852
C 5.2858 3.1895 0.1359
C 5.7643 2.8709 1.3866
C 4.8901 2.1843 2.2388
N 3.6579 1.8759 1.8914
H 3.6484 3.1090 -1.0981
H 5.8884 3.6912 -0.6092
H 6.7648 3.1307 1.6899
H 5.1922 1.8824 3.2329
C -0.8975 2.3036 -4.6957
C -1.7442 1.2336 -4.0151
N -1.4999 1.1860 -2.5778
C -2.0516 1.8822 -1.6183
S -1.5466 1.5958 0.0638
N -2.9346 2.8602 -1.6742
C -3.7819 3.3839 -2.7412
C -5.1402 2.6890 -2.7415
H -1.1310 2.3209 -5.7568
H 0.1625 2.0877 -4.5922
H -1.0912 3.2921 -4.2858
H -1.4926 0.2493 -4.4068
H -2.8052 1.3924 -4.2008
H -0.9443 0.3970 -2.2582
H -3.1991 3.2300 -0.7662
H -3.2947 3.2810 -3.7059
H -3.9172 4.4473 -2.5314
H -5.0305 1.6131 -2.8617
H -5.7387 3.0708 -3.5643
H -5.6810 2.8900 -1.8210
O -2.3664 -2.9963 -0.8922
S -1.6910 -2.2196 -1.8797
O -2.4384 -1.4534 -2.8232
N -0.7038 -1.1355 -1.0485
C 0.5465 -1.5194 -1.0553
O 1.3619 -0.8738 -0.3237
C 0.8556 -2.6650 -1.9240
C 2.0698 -3.3041 -2.1583
C 2.0806 -4.3993 -3.0137
C 0.9181 -4.8420 -3.6321
C -0.3020 -4.2034 -3.4036
C -0.3021 -3.1323 -2.5489
H 2.9744 -2.9645 -1.6782
H 3.0109 -4.9142 -3.1992
H 0.9497 -5.7043 -4.2803
H -1.2132 -4.5429 -3.8703
*
```

Entry 4:
Entry from the Open Molecules 2025 dataset: a 4-piece molecular cluster, CH12NO3 overall (ωB97M-V with the def2-TZVPD basis set).

Output
E: -8858.50924 eV
Frontier orbital gap: 11.6 eV
LUMO energy: -2.995 eV
ΔE to the lowest compared entry with this formula, charge and spin: 56.6 kJ/mol
HOMO level: -14.6 eV

```
! wB97M-V def2-TZVPD RIJCOSX def2/J DEFGRID3
* xyz 1 1
C 1.2885 0.6939 1.2978
N 0.0931 -0.1663 1.0920
H 1.5575 0.6943 2.3386
H 1.0912 1.6684 0.8591
H 2.0706 0.1625 0.7318
H 0.4097 -1.1348 1.3171
H -0.6681 0.0820 1.7194
H -0.2008 -0.3179 0.0850
H -1.4750 0.0659 -1.6628
H -0.1827 -0.3686 -2.2944
O -0.6550 -0.3924 -1.4702
H -2.6839 2.9024 -2.5883
H -2.7356 2.4189 -4.0446
O -2.4964 2.1450 -3.1476
H 1.1650 -2.7477 2.6154
H 2.1193 -3.0892 1.4774
O 1.3028 -2.6164 1.6743
*
```